C5H15N2 | wB97M-V/def2-TZVPD

* energy relative to the best compared isomer or geometry (same formula, charge and spin): 134.5 kcal/mol
* multiplicity: 1
* charge: +1
* HOMO-LUMO gap: 4.99 eV

CARTESIAN COORDINATES (ANGSTROEM)
N  -1.2162  0.3894  -0.7920
C  -2.1859  0.3812  0.2718
C  -2.7799  -1.0035  0.5409
N  1.1350  -0.7055  -0.3665
C  1.3435  0.0252  0.8069
C  1.5645  1.5803  0.6447
C  2.3131  -0.9033  -1.0921
H  -3.8688  -1.0066  0.4081
H  -0.3666  -0.1292  -0.6041
H  -1.3851  0.9765  -1.5884
H  -2.9967  1.0622  0.0000
H  -1.8193  0.8622  1.1888
H  -2.4260  -1.7416  -0.1722
H  -2.7637  -1.3143  1.5872
H  0.4773  -0.0114  1.4662
H  2.1928  -0.3553  1.3941
H  1.7863  1.8168  -0.3977
H  2.3583  1.9993  1.2538
H  0.6192  2.0597  0.8726
H  2.4147  -1.9747  -1.3153
H  2.2396  -0.4040  -2.0716
H  3.2490  -0.5826  -0.6336

***

C9H18Cl2OOsS | wB97M-V/def2-TZVPD

* <S²>: 6.013
* energy relative to the best compared isomer or geometry (same formula, charge and spin): 7.9 kcal/mol
* multiplicity: 5
* HOMO-LUMO gap (spin up / spin down): 5.97 / 6.92 eV

CARTESIAN COORDINATES (ANGSTROEM)
Os  0.6115  -0.1219  0.1717
Cl  0.4637  -2.4217  -0.0629
Cl  1.5778  1.8357  0.9304
C  2.4734  -0.2647  -0.9573
H  3.2223  0.3640  -0.4792
H  2.8089  -1.2430  -1.3218
C  -0.9889  0.5435  -0.4173
C  1.3853  0.3293  -1.7236
H  -1.7523  0.5787  0.3761
C  0.9856  -0.4920  -2.9513
H  1.3493  1.4087  -1.8923
C  -0.2639  0.0450  -3.6600
H  1.8197  -0.4755  -3.6860
H  0.8570  -1.5378  -2.6320
C  -1.5145  -0.0919  -2.7793
H  -0.1088  1.1061  -3.9216
H  -0.4219  -0.4944  -4.6066
C  -1.5184  1.0327  -1.7075
H  -2.4288  -0.0202  -3.3859
H  -1.5480  -1.0764  -2.2803
H  -0.9625  1.9282  -2.0360
H  -2.5583  1.3537  -1.5070
C  -0.6624  1.0668  4.2733
S  0.4536  -0.0217  3.3301
C  -0.0147  -1.5034  4.2602
O  -0.3424  -0.3089  1.9944
H  -0.3074  1.1548  5.3089
H  -1.6830  0.6543  4.2554
H  -0.6398  2.0625  3.8201
H  -1.1022  -1.6476  4.1676
H  0.5206  -2.3456  3.8121
H  0.2893  -1.3973  5.3077

***

C6H16BNO3PS | wB97M-V/def2-TZVPD

* energy relative to the best compared isomer or geometry (same formula, charge and spin): 59.2 kcal/mol
* multiplicity: 1
* charge: -1
* HOMO-LUMO gap: 4.87 eV

CARTESIAN COORDINATES (ANGSTROEM)
C  3.1987  -2.8865  1.3552
C  2.9696  -1.8021  0.1478
C  1.3794  -1.8222  -0.3670
B  0.3087  -1.9337  0.8852
O  -0.1850  -0.6390  1.4450
O  -0.1547  -3.1997  1.5109
P  3.1831  0.0224  0.7870
S  4.9914  0.3947  1.4000
H  4.3461  -3.1741  1.5129
H  2.6318  -3.9060  1.1048
H  2.8356  -2.5092  2.4228
H  1.3116  -2.6891  -1.1500
H  1.2346  -0.7814  -0.9327
H  -1.1836  -0.5789  1.3933
H  -0.8861  -3.6298  0.9482
H  2.2966  0.1512  1.9476
H  2.7255  0.8969  -0.2905
C  -3.7189  1.6703  -0.4168
O  -3.6089  1.1413  0.6820
N  -2.6998  2.2806  -1.1160
C  -2.9132  2.8845  -2.4143
C  -1.3735  2.3201  -0.5358
H  -4.6843  1.6971  -0.9490
H  -2.2666  2.3898  -3.1447
H  -2.6579  3.9465  -2.3562
H  -3.9550  2.7824  -2.7298
H  -1.0304  1.2958  -0.3610
H  -1.4197  2.8446  0.4235
H  -0.6752  2.8333  -1.2026

***

C4H7NO2 | wB97M-V/def2-TZVPD

* energy relative to the best compared isomer or geometry (same formula, charge and spin): 83.1 kcal/mol
* multiplicity: 1
* HOMO-LUMO gap (spin up / spin down): 8.01 / 8.01 eV

CARTESIAN COORDINATES (ANGSTROEM)
O  2.3838  -0.0405  1.2847
C  1.0264  0.1125  1.0832
C  0.5133  1.2287  0.2589
N  -0.5396  0.7563  -0.3565
C  -0.7703  -0.6099  -0.2446
C  0.3288  -1.1273  0.4810
O  0.7722  -2.2531  0.6953
H  2.5039  -1.0080  1.2542
H  0.4652  0.2410  2.0408
H  0.8001  2.2659  0.1956
H  -2.1015  0.2173  -2.6741
H  -1.1711  1.4112  -0.7926
H  -2.7111  -0.0778  -2.3717
H  -1.5000  -1.1164  -0.8542

***

C3H5N3 | wB97M-V/def2-TZVPD

* energy relative to the best compared isomer or geometry (same formula, charge and spin): 94.6 kcal/mol
* multiplicity: 1
* HOMO-LUMO gap: 7.06 eV

CARTESIAN COORDINATES (ANGSTROEM)
C  -1.8220  0.2788  0.0107
C  -0.4216  0.1675  -0.0951
C  0.8152  0.8346  -0.1704
N  1.7598  -0.1365  -0.0691
N  1.2919  -1.3606  0.0389
N  -0.0132  -1.1435  -0.0512
H  -0.8932  -1.6924  0.0393
H  -2.3370  1.0748  -0.4943
H  -2.2070  0.0990  1.0117
H  1.0615  1.8854  -0.1897
H  2.7655  -0.0071  -0.0307

***

C7H8F3N4O | wB97M-V/def2-TZVPD

* <S²>: 2.013
* multiplicity: 3
* charge: +1
* HOMO-LUMO gap (spin up / spin down): 6.81 / 7.50 eV

CARTESIAN COORDINATES (ANGSTROEM)
C  -1.5370  -0.4091  -1.3483
C  0.6154  0.3013  0.1524
C  1.8102  0.1251  2.4929
C  -0.6991  -0.0222  0.8646
C  0.7192  0.2969  -1.2357
C  -2.8979  -1.0056  0.5591
C  1.9577  0.7356  -1.8595
N  1.5708  0.3474  1.1796
N  2.7391  0.9826  2.0108
N  -1.6783  -0.4667  -0.0545
N  -0.4004  -0.0572  -1.9310
O  1.4028  -0.4314  3.4048
F  1.9005  0.5672  -3.1739
F  2.1840  2.0387  -1.5953
F  3.0639  0.0719  -1.3980
H  -2.3383  -0.6399  -2.0788
H  -0.5566  -0.7182  1.7723
H  -1.0501  1.0254  1.1992
H  -3.7295  -1.3625  -0.0682
H  -2.8766  -1.9983  1.0912
H  -3.2251  -0.2346  1.2110
H  3.6007  0.6892  1.6785
H  -0.5754  0.1644  -2.8734

***

C4H6OS | wB97M-V/def2-TZVPD

* SMILES: CC(=O)[C@@H]1CS1
* energy relative to the best compared isomer or geometry (same formula, charge and spin): 29.8 kcal/mol
* multiplicity: 1
* HOMO-LUMO gap: 9.92 eV

CARTESIAN COORDINATES (ANGSTROEM)
C  -1.1275  1.2620  0.1196
C  -0.9175  -0.1183  -0.2815
C  0.4451  -0.6025  -0.5712
C  1.4114  -0.9770  0.4838
H  -0.5372  1.9466  -0.5772
H  -2.1321  1.4611  -0.0202
H  -0.8823  1.3867  1.2080
H  0.4245  -1.2996  -1.3412
H  2.1448  -1.7568  0.3437
H  1.1453  -0.8354  1.5272
O  -1.7749  -0.9653  -0.4261
S  1.8004  0.4983  -0.4650

***

C5H14N2 | wB97M-V/def2-TZVPD

* SMILES: CC[C@H](CN)NC
* energy relative to the best compared isomer or geometry (same formula, charge and spin): 21.3 kcal/mol
* multiplicity: 1
* HOMO-LUMO gap: 9.04 eV

CARTESIAN COORDINATES (ANGSTROEM)
C  -2.2917  0.1005  -0.4430
N  -1.0137  -0.1799  -1.0182
C  0.9277  -2.2670  0.0754
C  0.6184  -0.9000  0.6820
C  0.2457  0.1572  -0.3609
C  0.2707  1.5888  0.1716
N  1.6234  2.0546  0.3644
H  -2.5437  -0.5822  0.3910
H  -3.0576  -0.1053  -1.1833
H  -2.3743  1.1078  -0.0445
H  -0.9554  -0.4931  -1.9674
H  1.7240  -2.7542  0.6423
H  1.3324  -2.1650  -0.9338
H  0.0444  -2.8956  0.0490
H  -0.1855  -0.9590  1.4328
H  1.4605  -0.5339  1.2595
H  1.0057  0.1006  -1.1419
H  -0.2569  2.2102  -0.5544
H  -0.3140  1.6029  1.0941
H  1.9976  1.8665  1.2843
H  1.7421  3.0461  0.2010